38
Properties=species:S:1:pos:R:3:forces:R:3:mulliken_spin:R:1 method="wB97M-V/def2-TZVPD" lumo_ev="-8.7 / -8.7" orbital_gap_ev="6.76 / 6.77" multiplicity=2 max_force_ha_per_bohr=0.2520 total_charge=+2 s2=0.751
C -5.364333 3.804823 0.658210 -0.087 0.257 -0.308 0.0000
C -4.032907 3.174747 0.877386 2.931 0.413 -2.372 0.0000
H -5.371621 4.384673 -0.275232 0.113 -0.240 0.346 0.0000
H -5.596576 4.459836 1.504873 -0.004 -0.156 -0.105 0.0000
H -6.128896 3.021682 0.615280 0.098 0.135 0.090 0.0000
O -3.037175 3.261341 0.132479 -3.046 -0.613 2.459 0.0000
Cl -3.954259 2.225534 2.366619 0.097 0.051 -0.149 0.0000
Yb -0.095565 0.090422 0.294865 0.194 1.932 0.258 0.9991
P -1.329907 -1.733996 -1.121155 -0.002 0.124 0.442 -0.0038
C -0.806581 -2.115330 -2.749860 0.417 -0.353 -1.409 -0.0012
C -1.287187 -3.236262 -0.158360 0.141 -0.654 0.464 -0.0005
H -3.414829 -0.972854 -0.184760 0.141 -0.225 -0.426 0.0000
H -3.610449 -2.053921 -1.614402 -0.177 0.196 0.030 -0.0003
H -3.152060 -0.328707 -1.829507 -0.002 -0.404 0.168 0.0003
C -3.037549 -1.222645 -1.191563 -0.747 0.392 -0.054 0.0000
H -1.607251 -3.045203 0.880580 0.015 -0.105 -0.510 -0.0001
H -1.964158 -3.949911 -0.637120 0.115 -0.168 0.209 -0.0001
H -1.468969 -2.893652 -3.139189 0.207 0.032 -0.292 0.0008
H 0.236481 -2.478596 -2.762838 -0.464 0.021 0.018 0.0001
H -0.265319 -3.652820 -0.130225 -0.424 0.056 -0.092 0.0003
H -0.855401 -1.227734 -3.405977 -0.105 -0.393 0.237 -0.0001
C 1.174651 0.235273 -1.548838 7.760 1.566 -10.262 0.0006
O 1.920245 0.401215 -2.492900 -5.979 -1.369 7.302 0.0037
Cl -1.476010 -0.312285 1.925063 -2.820 -1.061 3.440 0.0006
C 3.782741 0.926123 0.238959 -0.049 -0.140 0.021 0.0006
P 2.611033 1.155842 1.627988 1.829 0.781 1.298 -0.0012
C 2.454853 -0.356476 2.652821 -0.054 0.146 -0.092 0.0005
C 3.053556 2.608343 2.634901 0.153 -0.091 0.034 0.0004
O 1.231203 1.449697 1.076235 -0.672 0.207 -0.921 0.0006
H 4.807954 0.771634 0.602219 -0.260 0.049 0.008 0.0000
H 3.784185 1.816478 -0.424962 -0.118 -0.386 0.542 0.0000
H 3.520910 0.042129 -0.383363 0.149 0.449 0.560 -0.0002
H 3.410591 -0.630773 3.118163 -0.200 -0.002 -0.167 0.0000
H 1.701976 -0.205142 3.456253 0.450 0.144 -0.504 0.0001
H 2.109066 -1.218634 2.038034 0.317 0.394 0.208 0.0000
H 3.065741 3.526447 2.010934 -0.036 -0.661 0.143 0.0000
H 2.306645 2.764938 3.439913 0.296 -0.300 -0.499 0.0000
H 4.041068 2.496020 3.099790 -0.177 -0.023 -0.112 0.0000